1.
{"formula": "C25H45NP2SSn", "method": "ωB97M-V/def2-TZVPD", "elements": ["Sn", "C", "C", "C", "C", "C", "C", "H", "H", "H", "C", "H", "H", "H", "C", "H", "H", "H", "C", "H", "H", "H", "C", "H", "H", "H", "C", "C", "C", "C", "C", "C", "C", "C", "H", "H", "H", "H", "H", "H", "H", "H", "H", "H", "H", "H", "P", "C", "H", "H", "H", "C", "H", "H", "H", "C", "H", "H", "H", "P", "C", "H", "H", "H", "C", "H", "H", "H", "C", "H", "H", "H", "S", "C", "N"], "coordinates": [[-0.9364, -0.1064, -0.4484], [0.6235, -2.3004, 0.1288], [0.3060, -2.0834, -1.2801], [2.1641, -0.7869, -0.7147], [1.8276, -1.5960, 0.4227], [1.3266, -1.1795, -1.7942], [0.0249, -3.3670, 0.9513], [-1.0467, -3.5093, 0.7201], [0.1210, -3.1769, 2.0319], [0.5411, -4.3216, 0.7186], [2.6807, -1.9285, 1.5754], [2.1470, -2.6305, 2.2447], [3.0507, -1.1461, 2.2125], [3.5982, -2.4341, 1.1913], [3.3503, 0.0622, -0.9210], [4.1507, -0.4843, -1.4614], [3.7491, 0.4314, 0.0204], [3.0923, 0.9380, -1.5466], [1.5740, -0.8913, -3.2157], [2.2376, -1.6730, -3.6420], [2.0809, 0.0728, -3.3717], [0.6470, -0.8759, -3.8197], [-0.4221, -3.1113, -2.0658], [0.1779, -4.0372, -2.1270], [-0.6550, -2.7826, -3.0793], [-1.3732, -3.3836, -1.5985], [-3.6995, 0.1428, -0.8752], [-3.5255, -1.1849, -0.9691], [-4.3147, -2.0062, -1.9348], [-3.9736, -1.8449, -3.4423], [-2.9062, -0.8582, -3.8259], [-3.1221, 0.4510, -3.7437], [-4.4244, 0.9921, -3.2220], [-4.7091, 0.8655, -1.6987], [-5.3891, -1.7960, -1.8116], [-4.9147, -1.5852, -3.9542], [-4.1937, -3.0699, -1.6749], [-5.6968, 0.3970, -1.5712], [-3.1123, 0.8250, -0.2294], [-2.7813, -1.7658, -0.3905], [-4.8177, 1.8827, -1.2939], [-4.4786, 2.0621, -3.4611], [-2.3738, 1.2074, -4.0161], [-5.2698, 0.5164, -3.7419], [-3.6766, -2.8373, -3.8097], [-1.9565, -1.3037, -4.1554], [-0.9982, -0.0661, 2.4056], [0.1837, -0.6224, 3.6952], [-0.2745, -0.4672, 4.6883], [1.1198, -0.0433, 3.6361], [0.4384, -1.6838, 3.5523], [-1.5558, 1.5397, 3.0972], [-1.7893, 1.4152, 4.1712], [-2.4544, 1.8917, 2.5633], [-0.7579, 2.2903, 2.9767], [-2.3875, -1.1673, 2.8432], [-3.3192, -0.8570, 2.3508], [-2.5350, -1.1701, 3.9376], [-2.1713, -2.1970, 2.5188], [0.0440, 2.4175, -1.0710], [0.6631, 2.4761, -2.7943], [0.3094, 3.3957, -3.2980], [0.3519, 1.5944, -3.3818], [1.7742, 2.4769, -2.7646], [-1.3936, 3.5460, -0.8446], [-2.2052, 3.3882, -1.5782], [-1.0443, 4.5987, -0.8757], [-1.8189, 3.3688, 0.1629], [1.3193, 3.5136, -0.3772], [1.3691, 4.4127, -1.0210], [2.2997, 3.0129, -0.3576], [1.0905, 3.8028, 0.6573], [1.7069, 1.3245, 1.6394], [3.1004, 1.2743, 2.4483], [4.1233, 1.1522, 3.0635]], "lowdin_charge": [1.2839, -0.3466, -0.3382, -0.2373, -0.2013, -0.2928, -0.0455, 0.0847, 0.0687, 0.1213, -0.0061, 0.0896, 0.0476, 0.1368, -0.0305, 0.1254, 0.0593, 0.0777, -0.0319, 0.1227, 0.0757, 0.0858, 0.0014, 0.1381, 0.0782, 0.0862, -0.2082, -0.1859, -0.1522, -0.1562, -0.1122, -0.1083, -0.1591, -0.1576, 0.1287, 0.1235, 0.1200, 0.1301, 0.0419, 0.0573, 0.1172, 0.1152, 0.1054, 0.1222, 0.1173, 0.0956, 0.7167, -0.2412, 0.0806, 0.0026, 0.0429, -0.2511, 0.0739, 0.0497, 0.0348, -0.2555, 0.0504, 0.0741, 0.0419, 0.7235, -0.2402, 0.0788, 0.0279, 0.0607, -0.2468, 0.0510, 0.0723, 0.0460, -0.3258, 0.0798, 0.0256, 0.0380, 0.6839, -0.8013, 0.1197], "e_homo_ev": [-13.9, -13.2], "gap_ha": [0.184, 0.151], "charge": 2, "lumo_energy_ev": [-8.92, -9.09], "spin_multiplicity": 1, "largest_force_ha_per_bohr": 0.09940}

---

2.
{"formula": "C16H30CaF6O15P", "method": "ωB97M-V/def2-TZVPD", "elements": ["Ca", "P", "F", "F", "F", "F", "F", "F", "C", "C", "C", "O", "C", "O", "O", "H", "H", "H", "H", "H", "H", "C", "O", "C", "O", "O", "C", "H", "H", "H", "H", "H", "H", "C", "O", "C", "O", "O", "C", "H", "H", "H", "H", "H", "H", "C", "O", "C", "O", "O", "C", "H", "H", "H", "H", "H", "H", "C", "O", "C", "O", "O", "C", "H", "H", "H", "H", "H", "H"], "coordinates": [[-0.8430, -0.6265, -0.1497], [-1.5392, -2.1206, -2.5556], [-1.5566, -2.6475, -0.9979], [-2.9147, -2.9190, -2.7889], [-2.3477, -0.8239, -1.8635], [-1.6137, -1.4524, -3.9924], [-0.1396, -1.3107, -2.2596], [-0.6505, -3.3525, -3.0193], [4.6393, 1.7302, 0.9860], [3.7179, 1.6706, 2.1747], [3.0133, 2.9989, 2.4637], [1.6295, 2.7292, 2.2837], [1.4637, 1.4680, 1.8748], [0.4386, 1.0013, 1.4906], [2.6087, 0.7845, 1.8754], [4.1119, 1.9778, 0.0595], [5.0660, 0.7526, 0.7426], [5.4807, 2.4151, 1.0857], [4.2149, 1.1839, 3.0120], [3.4274, 3.8657, 1.9508], [3.1119, 3.2559, 3.5249], [2.3343, 3.6555, -1.7216], [1.3646, 2.7878, -1.1167], [0.7153, 1.9091, -1.8848], [-0.1396, 1.1933, -1.4295], [1.1556, 1.9165, -3.1125], [0.3829, 1.1829, -4.0991], [3.1105, 3.0555, -2.1866], [2.7546, 4.2212, -0.8912], [1.8731, 4.3947, -2.3721], [0.5463, 1.5357, -5.1160], [-0.6581, 1.3803, -3.8571], [0.6866, 0.1413, -4.1063], [-4.9206, 0.4919, -0.2537], [-4.3473, 1.8021, -0.2356], [-3.1083, 1.9670, 0.1327], [-2.3353, 1.1003, 0.4836], [-2.8093, 3.2444, 0.1138], [-1.6897, 3.7375, 0.8216], [-4.9343, 0.0393, 0.7417], [-4.4383, -0.1911, -0.9467], [-5.9625, 0.7215, -0.4656], [-1.6869, 3.4533, 1.8743], [-1.6929, 4.8196, 0.7406], [-0.7597, 3.3568, 0.3929], [-4.2053, -3.4173, 0.2214], [-4.1439, -3.0429, 1.5919], [-3.3229, -2.1144, 2.0016], [-2.4372, -1.5961, 1.3683], [-3.5666, -1.9090, 3.2852], [-2.6840, -1.0212, 3.9599], [-4.5148, -2.6373, -0.4699], [-4.8632, -4.2852, 0.2324], [-3.2716, -3.8231, -0.1716], [-1.6718, -1.4153, 4.0725], [-3.0568, -0.9292, 4.9779], [-2.6743, -0.0544, 3.4587], [4.4031, -2.0542, -1.0325], [3.1301, -1.5692, -0.6618], [2.1552, -2.2843, -0.2040], [1.0436, -1.8684, 0.0175], [2.5529, -3.5280, 0.0740], [1.6466, -4.4688, 0.6768], [4.9509, -2.4434, -0.1724], [5.0447, -1.2226, -1.3273], [4.3852, -2.7652, -1.8522], [1.5492, -5.3158, 0.0088], [0.6872, -4.0099, 0.9100], [2.1039, -4.7216, 1.6312]], "lowdin_charge": [1.5455, 0.1993, -0.2464, -0.1090, -0.2452, -0.0922, -0.2249, -0.0949, -0.0143, -0.2695, -0.0735, 0.0940, -0.5641, 0.1024, 0.0986, 0.0811, 0.0829, 0.0986, 0.1581, 0.1365, 0.1388, -0.0155, 0.0009, -0.5878, 0.0098, 0.0213, 0.0243, 0.1007, 0.0931, 0.1072, 0.1037, 0.1068, 0.0923, 0.0021, 0.0536, -0.5973, -0.0047, 0.0418, -0.0166, 0.0994, 0.0822, 0.1088, 0.1077, 0.1029, 0.0760, -0.0136, 0.0475, -0.6105, 0.0140, 0.0360, -0.0221, 0.0927, 0.1081, 0.0848, 0.1022, 0.1017, 0.0967, -0.0223, 0.0439, -0.5799, -0.0238, 0.0112, 0.0130, 0.1050, 0.0961, 0.1082, 0.1048, 0.0902, 0.1019], "e_homo_ev": -13.5, "gap_ha": 0.428, "charge": 1, "lumo_energy_ev": -1.88, "spin_multiplicity": 1, "largest_force_ha_per_bohr": 0.04714}

---

3.
{"formula": "C37H37ClN4OPSSe2V", "method": "ωB97M-V/def2-TZVPD", "elements": ["V", "C", "C", "N", "N", "C", "N", "S", "C", "C", "C", "C", "C", "N", "H", "H", "H", "H", "H", "H", "H", "H", "H", "Se", "P", "Se", "C", "C", "C", "C", "C", "C", "C", "C", "C", "C", "C", "C", "H", "H", "H", "H", "H", "H", "H", "H", "H", "H", "C", "C", "C", "C", "C", "C", "C", "O", "C", "C", "C", "H", "H", "H", "H", "H", "H", "H", "H", "H", "H", "H", "H", "Cl", "C", "C", "C", "C", "C", "C", "C", "H", "H", "H", "H", "H", "H"], "coordinates": [[0.4651, 1.0794, -0.3299], [2.5363, 4.8835, -1.1354], [1.7637, 3.6027, -1.1879], [1.7647, 2.7581, -0.2275], [2.4852, 3.0299, 0.9116], [3.2123, 1.9532, 1.1677], [3.9169, 1.9627, 2.3327], [3.2958, 0.5925, 0.1381], [1.0205, 3.1909, -2.4100], [0.9653, 3.9662, -3.5636], [0.2884, 3.4685, -4.6661], [-0.2991, 2.2175, -4.5998], [-0.1962, 1.4998, -3.4180], [0.4395, 1.9789, -2.3579], [3.5997, 4.6548, -1.0386], [2.2574, 5.4391, -0.2398], [2.3815, 5.5068, -2.0067], [3.9938, 2.8518, 2.8037], [4.6710, 1.3094, 2.4208], [1.4259, 4.9388, -3.6083], [0.2266, 4.0605, -5.5697], [-0.8379, 1.7932, -5.4347], [-0.6290, 0.5169, -3.3025], [0.9264, -1.2227, -1.4648], [-0.8275, -2.4381, -0.9325], [-1.9006, -1.8896, 0.8139], [-0.1457, -4.1219, -0.8198], [-0.1881, -4.8166, 0.3808], [0.3752, -6.0809, 0.4714], [0.9788, -6.6553, -0.6349], [1.0184, -5.9648, -1.8393], [0.4606, -4.7024, -1.9313], [-1.9294, -2.5246, -2.3960], [-3.2807, -2.8074, -2.2210], [-4.1195, -2.9284, -3.3179], [-3.6187, -2.7610, -4.6009], [-2.2745, -2.4690, -4.7809], [-1.4350, -2.3527, -3.6850], [-0.6769, -4.3630, 1.2348], [0.3360, -6.6181, 1.4108], [1.4176, -7.6425, -0.5626], [1.4857, -6.4111, -2.7077], [0.5028, -4.1688, -2.8726], [-3.6694, -2.9298, -1.2169], [-5.1691, -3.1476, -3.1659], [-4.2758, -2.8496, -5.4571], [-1.8756, -2.3323, -5.7784], [-0.3908, -2.1033, -3.8312], [1.4616, 0.0631, 8.0454], [1.3564, -0.0090, 6.5491], [0.7952, 1.0280, 5.8232], [0.6874, 0.9843, 4.4385], [0.0930, 2.1660, 3.7329], [1.1554, -0.1703, 3.7739], [1.0609, -0.3350, 2.3328], [0.5586, 0.5134, 1.5901], [1.7390, -1.2318, 4.4959], [2.2660, -2.4642, 3.8164], [1.8298, -1.1302, 5.8721], [1.0653, 1.0010, 8.4305], [2.5019, -0.0255, 8.3633], [0.9103, -0.7571, 8.5086], [0.4378, 1.9075, 6.3464], [-0.1562, 2.9382, 4.4608], [-0.8133, 1.8906, 3.1923], [0.7850, 2.5815, 3.0009], [1.4210, -1.2689, 1.8935], [1.4772, -3.0035, 3.2886], [2.6942, -3.1367, 4.5572], [3.0412, -2.2218, 3.0878], [2.2753, -1.9415, 6.4368], [-1.5598, 4.7735, -1.3195], [-2.4006, 3.3440, -1.8873], [-3.1395, 3.4626, -3.0528], [-3.7998, 2.3550, -3.5541], [-3.7192, 1.1445, -2.8703], [-2.9775, 1.0487, -1.7105], [-2.2798, 2.1465, -1.1815], [-1.4247, 1.9772, -0.0043], [-3.1876, 4.4205, -3.5538], [-4.3801, 2.4400, -4.4642], [-4.2346, 0.2697, -3.2421], [-2.9228, 0.1081, -1.1768], [-1.8629, 1.2608, 0.6952], [-1.2256, 2.9173, 0.5120]], "lowdin_spin": [2.0135, 0.0011, 0.0102, -0.0129, -0.0004, -0.0015, -0.0005, -0.0098, 0.0071, -0.0003, 0.0075, -0.0005, 0.0091, 0.0025, 0.0005, 0.0004, 0.0000, 0.0000, -0.0002, -0.0002, 0.0004, -0.0002, 0.0005, -0.0044, -0.0003, -0.0001, -0.0011, -0.0002, -0.0001, -0.0002, 0.0000, -0.0008, 0.0004, 0.0000, 0.0000, 0.0000, 0.0001, 0.0006, 0.0000, 0.0000, 0.0000, 0.0000, -0.0002, 0.0000, 0.0000, 0.0000, 0.0000, 0.0006, 0.0007, 0.0037, -0.0005, 0.0034, 0.0006, 0.0001, 0.0141, 0.0120, 0.0028, 0.0004, -0.0006, 0.0000, 0.0002, 0.0002, -0.0001, 0.0000, 0.0002, 0.0001, 0.0008, 0.0001, 0.0000, 0.0001, -0.0001, -0.0007, -0.0062, 0.0014, -0.0073, 0.0011, -0.0053, 0.0020, -0.0422, 0.0003, -0.0005, 0.0003, -0.0001, 0.0011, -0.0028], "e_homo_ev": [-7.5, -7.6], "gap_ha": [0.263, 0.263], "s2": 2.034, "lumo_energy_ev": [-0.33, -0.46], "spin_multiplicity": 3, "largest_force_ha_per_bohr": 0.02213}